{"formula": "C46H53N5O4P2Sb2Se2Zn", "method": "ωB97M-V/def2-TZVPD", "species": ["Zn", "C", "Sb", "C", "C", "C", "C", "C", "C", "C", "C", "C", "Sb", "C", "C", "H", "H", "H", "H", "H", "H", "H", "H", "H", "H", "H", "H", "H", "H", "H", "H", "H", "H", "H", "H", "Se", "P", "C", "C", "C", "C", "C", "C", "C", "C", "C", "C", "C", "C", "C", "C", "N", "N", "N", "P", "Se", "C", "C", "C", "C", "C", "C", "C", "C", "C", "C", "C", "C", "H", "H", "H", "H", "H", "H", "H", "H", "H", "H", "H", "H", "H", "H", "H", "H", "H", "H", "H", "H", "O", "H", "H", "C", "C", "C", "C", "C", "C", "O", "N", "C", "O", "N", "C", "O", "H", "H", "H", "H", "H", "H", "H", "H", "H", "H", "H"], "coordinates": [[-0.8817, 0.7262, -1.7123], [4.4898, -3.9384, -4.4850], [2.7387, -3.6038, -3.2905], [3.9069, -3.2170, -1.4843], [2.2254, -1.6459, -3.9794], [3.2844, -0.6531, -4.3079], [3.6966, -0.5582, -5.6440], [4.7496, 0.2935, -6.0355], [5.3281, 1.1185, -5.0425], [4.8729, 1.0900, -3.7417], [3.8852, 0.2104, -3.3648], [3.4543, 0.2241, -1.9144], [1.7369, 1.5352, -1.5841], [2.1176, 2.0660, 0.4525], [2.5967, 3.3472, -2.4101], [5.0104, -4.7918, -4.0959], [5.0735, -3.0077, -4.4828], [4.1942, -4.0854, -5.5323], [4.7922, -2.5387, -1.6152], [4.1574, -4.2340, -1.1149], [3.1859, -2.7738, -0.8158], [1.5109, -1.2048, -3.2607], [1.6855, -1.8703, -4.8724], [3.2609, -1.2262, -6.3616], [5.0662, 0.3825, -7.0269], [6.0333, 1.8757, -5.3198], [5.2579, 1.7392, -2.9759], [4.2619, 0.5522, -1.2682], [3.0307, -0.7171, -1.5873], [2.8885, 2.8162, 0.4886], [2.4812, 1.2216, 1.0712], [1.1755, 2.5036, 0.8880], [3.6082, 3.3753, -2.0421], [2.0525, 4.1957, -2.0229], [2.6627, 3.2849, -3.5463], [2.2678, 0.3916, 3.6776], [1.0505, -1.2514, 3.3318], [-0.3303, -1.4261, 4.5098], [-0.4251, -0.5408, 5.5890], [-1.3337, -0.8682, 6.5851], [-2.1585, -2.0057, 6.4988], [-2.0849, -2.8149, 5.4030], [-1.1568, -2.5192, 4.4226], [2.0773, -2.7549, 3.3156], [1.6360, -3.9009, 2.6893], [2.5271, -4.9418, 2.5385], [3.8634, -4.8604, 2.9691], [4.2642, -3.6421, 3.5795], [3.3990, -2.6424, 3.8030], [0.4146, -1.2569, 1.6538], [-0.7288, -0.8749, 0.9931], [-0.3906, -0.8307, -0.3182], [0.8649, -1.2172, -0.4610], [1.3644, -1.5033, 0.7277], [-2.5074, -0.6247, 1.2504], [-3.3211, 0.3036, -0.4859], [-2.8214, 0.3773, 2.6652], [-1.8229, 1.2049, 3.1105], [-2.0246, 2.0899, 4.1322], [-3.2873, 2.1763, 4.6945], [-4.3633, 1.4099, 4.2549], [-4.1389, 0.5035, 3.2204], [-3.1189, -2.3663, 1.4692], [-3.9005, -2.7993, 2.5495], [-4.2292, -4.1569, 2.6724], [-3.7128, -5.0514, 1.7821], [-2.8952, -4.6565, 0.6989], [-2.6381, -3.2724, 0.5131], [0.2802, 0.2693, 5.6616], [-1.4026, -0.1135, 7.3841], [-2.8639, -2.1503, 7.3421], [-2.8083, -3.6550, 5.3116], [-1.0966, -3.1230, 3.5056], [0.6582, -3.8571, 2.2969], [2.2102, -5.8589, 2.0221], [4.5675, -5.6648, 2.7777], [5.2736, -3.5531, 3.9747], [3.7066, -1.7141, 4.2759], [-0.8257, 1.1832, 2.6722], [-1.1906, 2.6660, 4.5116], [-3.4576, 2.8218, 5.5536], [-5.3000, 1.4744, 4.7568], [-4.9530, -0.1058, 2.8541], [-4.2719, -2.1308, 3.2401], [-4.7854, -4.4913, 3.5429], [-3.8945, -6.1384, 1.9142], [-2.5229, -5.4238, 0.0413], [-2.0469, -2.8832, -0.2887], [-1.3031, -0.8934, -3.2133], [-1.8023, -1.5607, -2.7346], [-1.9854, -0.3724, -3.7171], [-0.6039, 5.2894, -3.7774], [-1.4764, 5.7537, -2.6762], [-2.4269, 4.7468, -2.0491], [-3.0214, 5.3640, -0.7552], [-4.0247, 4.4773, -0.0269], [-3.6386, 4.4390, -2.9767], [-4.4554, 5.3465, -3.1586], [-3.6494, 3.2403, -3.6157], [-2.7712, 2.1490, -3.3770], [-2.9237, 1.0934, -3.9518], [-1.8225, 2.3327, -2.4468], [-1.6225, 3.4813, -1.7089], [-0.8293, 3.4386, -0.7834], [0.0663, 6.1117, -4.1275], [-1.2089, 4.9935, -4.6597], [0.0700, 4.4367, -3.5288], [-2.0699, 6.5432, -3.1008], [-0.8590, 6.1827, -1.8706], [-3.5251, 6.2636, -1.1002], [-2.2185, 5.5841, -0.0327], [-4.8378, 4.2620, -0.7423], [-4.3680, 4.9433, 0.8925], [-3.5594, 3.5179, 0.2411], [-4.3391, 3.1145, -4.3512]], "forces_ev_per_a": [[-0.156, -0.704, -0.028], [-0.652, 1.164, -0.853], [0.438, -0.497, 0.729], [0.188, -0.131, -0.628], [-0.037, 1.050, 0.937], [0.555, 0.361, -0.440], [1.376, 0.480, 0.250], [-0.902, 0.234, 2.807], [-0.629, -0.171, -1.045], [0.038, -0.230, -0.384], [-0.925, -0.839, 0.832], [-0.730, 0.150, -0.715], [0.782, 0.407, 0.039], [-0.970, -0.297, 0.659], [-0.136, -0.970, -1.436], [0.403, -0.291, 0.095], [0.152, -0.410, 0.252], [0.110, -0.285, 0.256], [-0.789, -0.825, 0.059], [0.166, 0.761, -0.117], [-0.015, 0.163, 0.548], [0.136, -0.457, -0.199], [-0.583, -0.083, -0.652], [-0.262, -0.152, -0.338], [0.385, -0.049, -1.384], [0.513, 0.093, -0.188], [0.343, 0.279, 0.017], [-0.021, 0.002, 0.180], [0.306, -0.206, 0.120], [0.300, 0.443, -0.170], [-0.499, 0.317, -0.492], [0.954, -0.530, -0.356], [0.419, 0.046, 0.228], [-0.225, 0.270, -0.212], [-0.356, 0.311, 1.502], [0.019, 0.955, 0.380], [-0.003, -0.440, 0.112], [0.820, 0.463, 0.052], [-0.146, -1.432, -0.059], [0.007, 1.000, 0.078], [-0.094, 1.569, 1.652], [-1.011, -1.051, -0.218], [-0.191, -0.734, -1.271], [0.530, 0.650, 0.626], [1.089, 0.744, 0.675], [0.841, -1.571, -0.469], [-1.006, 1.459, -0.030], [1.483, -2.630, 0.099], [-1.950, 1.194, -0.281], [0.163, -0.616, 0.372], [-0.710, 0.738, -0.544], [0.031, 0.265, -0.499], [0.106, -0.329, 1.036], [0.147, 0.372, -0.759], [-0.116, -1.014, -0.599], [-0.243, -0.157, 0.053], [-1.843, 0.193, 0.816], [1.248, -0.041, -0.495], [-0.607, 0.408, 0.697], [-0.129, 0.370, 0.796], [1.309, -0.608, -0.821], [0.976, 0.049, -0.056], [0.114, 0.338, 0.331], [0.629, -1.428, -1.939], [0.273, 1.110, 0.602], [0.808, -1.546, -1.095], [-0.695, 1.443, 0.597], [-0.597, -1.445, 1.117], [-0.080, 0.324, 0.051], [-0.242, -0.824, -0.041], [0.424, -0.213, -0.819], [0.847, 0.578, -0.076], [-0.106, -0.004, 0.545], [-0.942, -0.618, -0.577], [0.068, 0.422, 0.244], [-0.164, 0.130, 0.127], [-0.022, -0.025, -0.249], [-0.019, -0.216, -0.071], [-0.137, -0.208, -0.038], [-0.105, 0.108, -0.028], [0.120, 0.069, -0.191], [-0.620, 0.067, 0.085], [-0.005, -0.016, -0.114], [-0.542, 1.369, 1.455], [-0.127, 0.032, -0.223], [0.055, 0.858, -0.085], [0.174, 0.102, -0.245], [0.326, -0.127, -0.468], [-0.145, 0.789, -0.242], [-0.050, -0.122, 0.194], [0.402, -0.173, 0.329], [1.337, -0.734, -1.689], [0.131, 0.711, 0.602], [-0.489, -1.277, 0.815], [0.305, -0.203, 0.368], [0.213, -0.656, -0.935], [0.509, 2.503, 0.258], [0.761, -1.859, -0.219], [-0.172, -0.795, -0.602], [-0.325, 1.623, 0.669], [-0.554, -0.446, -0.920], [0.660, 0.249, 0.323], [-0.802, -0.426, -0.294], [0.202, 0.256, 0.011], [-0.523, -0.538, 0.293], [0.342, 0.021, 0.372], [-0.511, 0.481, -0.032], [-0.480, 0.601, 0.179], [-0.287, -0.166, -0.133], [0.132, 0.284, 0.253], [-0.049, 0.200, -0.618], [-0.103, 0.057, 0.724], [-0.277, 0.072, -0.108], [-0.110, 0.148, 0.018], [0.046, -0.090, 0.279]], "charge": 0, "homo_lumo_gap_ev": 7.723, "homo_ev": -7.8, "total_energy_ha": -10104.91566, "lumo_ev": 0.0}



{"formula": "C46H54CrN10O4S3Se", "method": "ωB97M-V/def2-TZVPD", "species": ["Cr", "C", "C", "C", "C", "C", "C", "C", "N", "C", "C", "C", "C", "C", "C", "C", "N", "C", "C", "C", "C", "H", "H", "H", "H", "H", "H", "H", "H", "H", "H", "H", "H", "H", "H", "H", "H", "H", "H", "H", "H", "H", "H", "H", "H", "S", "C", "C", "C", "C", "C", "C", "N", "C", "C", "C", "C", "C", "C", "C", "C", "N", "C", "C", "C", "C", "C", "S", "C", "H", "H", "H", "H", "H", "H", "H", "H", "H", "H", "H", "H", "O", "Se", "O", "O", "O", "C", "C", "C", "C", "N", "C", "N", "N", "N", "H", "H", "H", "H", "H", "H", "H", "H", "H", "H", "C", "N", "C", "S", "N", "C", "H", "H", "H", "H", "H", "H", "H", "H"], "coordinates": [[-1.2798, 0.5309, 0.9013], [4.4306, 2.2519, 4.5133], [4.5332, 1.1691, 3.4298], [5.5459, 1.6236, 2.3790], [5.0285, -0.1441, 4.0527], [3.1526, 0.9341, 2.8335], [2.1120, 0.4759, 3.6372], [0.8645, 0.2664, 3.0912], [0.6114, 0.4599, 1.7978], [1.6050, 0.8613, 0.9974], [2.8696, 1.1306, 1.4896], [1.2616, 0.9053, -0.4459], [2.1520, 1.2505, -1.4466], [1.7527, 1.2155, -2.7797], [0.4494, 0.8067, -3.0439], [-0.3947, 0.4984, -1.9995], [0.0071, 0.5384, -0.7304], [2.6743, 1.6091, -3.9275], [2.8860, 0.3865, -4.8303], [4.0365, 2.0974, -3.4355], [2.0113, 2.7355, -4.7332], [5.4128, 2.4294, 4.9553], [3.7514, 1.9549, 5.3131], [4.0679, 3.1919, 4.0933], [6.5155, 1.7765, 2.8542], [5.2531, 2.5674, 1.9142], [5.6774, 0.8745, 1.5936], [6.0330, -0.0062, 4.4575], [5.0601, -0.9429, 3.3087], [4.3825, -0.4745, 4.8663], [2.2567, 0.2843, 4.6912], [0.0325, -0.0698, 3.6963], [3.6402, 1.4631, 0.8117], [3.1522, 1.5590, -1.1854], [0.0650, 0.7507, -4.0532], [-1.4267, 0.2225, -2.1568], [3.3396, -0.4324, -4.2694], [3.5504, 0.6436, -5.6577], [1.9453, 0.0280, -5.2498], [4.5796, 1.3141, -2.9005], [3.9413, 2.9650, -2.7793], [4.6447, 2.3943, -4.2909], [1.0680, 2.4147, -5.1757], [2.6722, 3.0496, -5.5433], [1.8078, 3.5998, -4.0990], [-3.9537, 2.2072, 7.2510], [-4.0604, 3.8957, 7.5163], [-3.7288, 4.5923, 6.3974], [-3.3852, 3.7513, 5.3060], [-3.4564, 2.4174, 5.6094], [-3.1740, 1.2665, 4.7534], [-2.5567, 1.4508, 3.5243], [-2.2750, 0.4552, 2.6893], [-2.6083, -0.8345, 3.0417], [-3.2415, -1.1123, 4.2802], [-3.5507, -2.4955, 4.5621], [-3.2432, -3.4776, 3.6937], [-2.5876, -3.2016, 2.4345], [-2.2494, -4.1545, 1.5059], [-1.6237, -3.7887, 0.2927], [-1.3433, -2.4380, 0.1006], [-1.6334, -1.4893, 0.9849], [-2.2787, -1.8471, 2.1522], [-1.2897, -4.7948, -0.7110], [-1.5229, -6.1433, -0.6644], [-1.0575, -6.8443, -1.8108], [-0.4762, -6.0277, -2.7245], [-0.5133, -4.3914, -2.2069], [-3.5123, -0.0585, 5.1236], [-4.3673, 4.2793, 8.4755], [-3.7383, 5.6716, 6.3441], [-3.1241, 4.1255, 4.3260], [-2.2690, 2.4347, 3.1750], [-4.0431, -2.7282, 5.4990], [-3.4880, -4.5074, 3.9265], [-2.4726, -5.1938, 1.7130], [-0.8544, -2.1022, -0.8061], [-2.0171, -6.6277, 0.1649], [-1.1602, -7.9114, -1.9468], [-0.0612, -6.2887, -3.6845], [-4.0040, -0.2526, 6.0703], [-3.6587, 3.5696, 0.6573], [-2.4913, 2.7543, -0.0662], [-1.1590, 2.4947, 0.9585], [-2.8366, 1.0838, -0.1568], [-1.9985, 3.2776, -1.5024], [-4.9624, 2.7000, -2.9736], [-4.5284, 2.1769, -4.3385], [-3.0279, 2.3577, -4.5468], [-4.9635, 0.7222, -4.5300], [-4.2126, -0.2132, -3.7005], [-4.3325, -0.5287, -2.4072], [-3.4126, -1.4084, -2.0996], [-2.7295, -1.6364, -3.2422], [-3.1938, -0.9221, -4.2049], [-4.7303, 3.7594, -2.8694], [-4.4203, 2.1921, -2.1761], [-6.0354, 2.5657, -2.8154], [-5.0635, 2.7366, -5.1129], [-2.4684, 1.8436, -3.7624], [-2.7646, 3.4132, -4.4797], [-2.7045, 1.9726, -5.5168], [-4.8184, 0.3856, -5.5548], [-6.0190, 0.6153, -4.2780], [-5.0384, -0.0855, -1.7265], [5.4065, -1.8552, -1.6601], [4.4066, -1.8877, -0.6059], [3.1978, -2.4952, -0.5383], [2.3047, -2.3712, 0.8857], [2.6825, -3.1834, -1.5708], [3.2284, -3.5411, -2.8688], [6.2887, -1.3626, -1.2570], [5.0770, -1.2829, -2.5272], [5.7048, -2.8511, -1.9812], [4.6411, -1.4462, 0.2667], [1.7967, -3.6081, -1.3394], [3.5780, -2.6762, -3.4220], [2.4158, -3.9853, -3.4402], [4.0307, -4.2772, -2.8001]], "forces_ev_per_a": [[-0.128, 0.152, 0.228], [-0.004, -0.003, 0.002], [0.021, 0.011, 0.014], [-0.008, 0.011, -0.009], [0.016, -0.014, -0.010], [0.006, 0.017, -0.025], [-0.027, -0.002, 0.013], [-0.003, -0.026, 0.022], [-0.087, 0.081, 0.010], [0.005, -0.109, -0.052], [0.056, 0.002, -0.004], [0.020, -0.094, 0.007], [0.040, 0.015, -0.009], [0.010, 0.011, -0.009], [0.012, 0.002, -0.030], [0.010, -0.004, 0.043], [-0.154, 0.109, -0.027], [0.018, -0.003, -0.001], [-0.023, 0.021, -0.033], [-0.001, -0.001, 0.016], [-0.010, 0.016, 0.007], [-0.002, -0.004, -0.002], [0.002, 0.005, -0.008], [0.003, -0.007, 0.003], [-0.001, -0.005, 0.001], [0.002, -0.011, 0.000], [0.000, 0.010, 0.010], [-0.005, 0.005, 0.001], [-0.011, 0.005, 0.004], [0.002, 0.002, -0.007], [-0.003, -0.002, -0.005], [-0.003, 0.022, 0.000], [-0.010, 0.001, 0.001], [-0.008, -0.017, 0.003], [-0.006, -0.011, 0.013], [-0.021, 0.002, 0.002], [0.020, -0.038, 0.015], [-0.008, 0.002, 0.004], [0.009, -0.005, 0.011], [-0.006, 0.005, 0.009], [0.004, -0.005, -0.010], [-0.002, -0.007, 0.001], [0.001, 0.007, 0.012], [0.002, -0.008, 0.001], [0.001, -0.002, -0.007], [0.027, -0.022, 0.008], [0.000, -0.005, -0.002], [0.009, 0.017, -0.023], [-0.029, 0.008, -0.019], [-0.003, 0.026, 0.025], [-0.026, -0.027, 0.029], [-0.041, 0.047, -0.076], [0.133, -0.081, -0.013], [0.042, 0.046, 0.020], [0.003, 0.057, 0.021], [-0.024, -0.016, 0.043], [0.003, -0.020, -0.012], [-0.014, 0.039, 0.048], [-0.023, -0.102, -0.036], [0.040, 0.135, -0.068], [-0.024, -0.124, 0.157], [0.014, -0.122, -0.161], [0.069, 0.019, -0.069], [0.019, 0.015, -0.039], [0.017, -0.028, 0.020], [-0.022, -0.019, 0.061], [-0.004, 0.022, -0.029], [-0.025, 0.064, 0.007], [-0.032, 0.003, -0.014], [0.001, -0.012, -0.005], [0.002, -0.011, -0.002], [-0.010, -0.008, 0.005], [0.007, 0.000, 0.020], [0.005, 0.005, -0.003], [0.007, 0.002, -0.010], [-0.008, 0.014, 0.000], [-0.003, -0.005, -0.016], [0.015, -0.014, -0.014], [-0.001, 0.006, 0.007], [-0.001, 0.017, 0.006], [0.000, 0.007, -0.002], [-0.062, 0.062, 0.042], [0.209, -0.224, 0.024], [0.016, 0.099, 0.016], [-0.031, 0.001, -0.111], [-0.012, 0.050, -0.065], [0.010, 0.058, -0.004], [0.006, -0.006, 0.014], [-0.013, -0.032, -0.011], [0.023, 0.038, 0.035], [-0.094, -0.036, -0.063], [0.099, 0.133, 0.125], [0.052, -0.217, -0.056], [-0.011, 0.102, -0.033], [0.004, -0.043, 0.047], [0.010, -0.008, -0.001], [-0.041, -0.025, 0.021], [0.010, 0.001, 0.003], [-0.004, 0.000, -0.008], [0.000, 0.059, -0.008], [0.015, -0.021, 0.017], [-0.022, -0.004, -0.010], [0.044, 0.031, -0.014], [-0.008, -0.052, -0.013], [-0.022, -0.038, -0.022], [-0.036, -0.007, 0.032], [-0.018, -0.005, -0.036], [0.006, -0.010, -0.051], [0.000, -0.052, 0.091], [0.100, 0.020, -0.021], [-0.028, -0.037, 0.064], [-0.005, -0.001, 0.010], [-0.018, 0.022, -0.033], [-0.003, -0.019, -0.008], [-0.014, -0.002, -0.010], [-0.056, 0.015, -0.014], [0.031, 0.083, -0.045], [-0.007, -0.005, 0.015], [0.014, 0.000, 0.016]], "charge": 0, "homo_lumo_gap_ev": [4.215, 6.639], "multiplicity": 5, "homo_ev": [-4.7, -7.2], "total_energy_ha": -7274.34108, "lumo_ev": [-0.4, -0.6]}